This record from the Open Molecules 2025 dataset describes a structure of composition C5H12NaO3 in a non-equilibrium geometry. The level of theory is the ωB97M-V functional and the def2-TZVPD basis.

HOMO-LUMO gap = 0.2014 Eh

```
! wB97M-V def2-TZVPD RIJCOSX def2/J DEFGRID3
* xyz 1 1
C 2.691 -1.703 -0.264
H 2.329 -2.562 0.306
H 2.520 -1.688 -1.344
H 2.623 -0.749 0.264
O 4.262 -2.032 -0.252
C 5.122 -1.256 0.156
H 4.843 -0.285 0.594
H 6.164 -1.462 -0.116
O 0.061 -1.226 -0.328
C -0.712 -2.250 -0.825
C -2.157 -2.230 -0.349
O -2.760 -1.001 -0.742
C -4.129 -0.909 -0.414
Na -1.114 0.593 -0.605
H -0.333 -3.267 -0.559
H -0.743 -2.249 -1.944
H -2.202 -2.320 0.752
H -2.718 -3.073 -0.790
H -4.483 0.080 -0.728
H -4.710 -1.685 -0.938
H -4.280 -1.021 0.673
*
```

This record from the Open Molecules 2025 dataset describes a cluster of 2 separate species, C5H12O in total in a non-equilibrium geometry. The level of theory is the ωB97M-V functional and the def2-TZVPD basis.

Energy relative to the best compared isomer or geometry (same formula, charge and spin) = 2.007 eV
HOMO-LUMO gap = 0.3664 Eh
SMILES string = C=CCC.CO

```
! wB97M-V def2-TZVPD RIJCOSX def2/J DEFGRID3
* xyz 0 1
C 0.468 -1.562 0.408
C -0.698 -0.910 0.388
C -1.314 -0.303 -0.844
C -2.027 1.033 -0.634
H 0.843 -2.073 1.290
H 1.145 -1.570 -0.448
H -1.314 -0.923 1.290
H -0.553 -0.200 -1.631
H -2.040 -1.047 -1.198
H -2.779 0.953 0.159
H -2.540 1.351 -1.548
H -1.322 1.825 -0.352
C 2.412 0.788 0.323
O 1.602 0.264 1.344
H 2.736 1.787 0.622
H 1.905 0.847 -0.654
H 3.298 0.153 0.185
H 0.660 0.306 1.076
*
```

This record from the Open Molecules 2025 dataset describes a cluster of 4 separate species, C5H12O in total. The level of theory is the ωB97M-V functional and the def2-TZVPD basis.

Energy relative to the best compared isomer or geometry (same formula, charge and spin) = 3.900 eV
HOMO-LUMO gap = 0.3520 Eh

```
! wB97M-V def2-TZVPD RIJCOSX def2/J DEFGRID3
* xyz 0 1
C -2.083 -0.289 -0.333
C -1.169 0.689 0.012
C 0.831 -0.158 -0.131
C 1.501 1.156 -0.496
C 0.977 -0.637 1.307
O 0.810 -1.057 -1.024
H -2.652 -0.210 -1.256
H -2.539 -0.913 0.433
H -1.328 -1.499 -0.981
H -1.014 0.914 1.062
H -1.013 1.511 -0.681
H 1.226 1.972 0.179
H 1.258 1.426 -1.527
H 2.586 1.009 -0.430
H 0.896 0.171 2.041
H 1.965 -1.101 1.410
H 0.227 -1.405 1.524
H -0.482 -1.579 -1.108
*
```

This record from the Open Molecules 2025 dataset describes a cluster of 2 separate species, C5H12O in total in a non-equilibrium geometry. The level of theory is the ωB97M-V functional and the def2-TZVPD basis.

Energy relative to the best compared isomer or geometry (same formula, charge and spin) = 1.242 eV
HOMO-LUMO gap = 0.3684 Eh
SMILES string = C=C(C)CC.O

```
! wB97M-V def2-TZVPD RIJCOSX def2/J DEFGRID3
* xyz 0 1
C 1.468 0.721 -0.625
C 0.139 0.536 -0.622
C -0.771 1.763 -0.864
C -0.594 -0.772 -0.501
C 0.235 -2.051 -0.622
H 1.969 1.540 -1.114
H 1.987 -0.106 -0.138
H -1.223 2.284 -0.022
H -0.251 2.470 -1.510
H -1.610 1.421 -1.497
H -1.249 -0.664 -1.372
H -1.212 -0.855 0.400
H 0.729 -2.166 -1.595
H 1.008 -2.075 0.151
H -0.386 -2.925 -0.399
O -0.398 0.047 2.657
H -0.124 -0.818 2.985
H 0.329 0.325 2.090
*
```

This record from the Open Molecules 2025 dataset describes an isolated molecule of C5H12O. The level of theory is the ωB97M-V functional and the def2-TZVPD basis.

Energy relative to the best compared isomer or geometry (same formula, charge and spin) = 0.458 eV
HOMO-LUMO gap = 0.3900 Eh
SMILES string = COC(C)(C)C

```
! wB97M-V def2-TZVPD RIJCOSX def2/J DEFGRID3
* xyz 0 1
C 2.081 -0.254 -0.305
O 1.115 0.341 0.522
C -0.261 0.142 0.190
C -0.638 0.991 -1.027
C -0.581 -1.330 -0.072
C -1.008 0.617 1.433
H 3.037 0.216 -0.057
H 1.889 -0.092 -1.375
H 2.168 -1.337 -0.132
H 0.002 0.760 -1.885
H -1.673 0.791 -1.326
H -0.537 2.058 -0.805
H -0.174 -1.676 -1.029
H -0.185 -1.955 0.735
H -1.666 -1.470 -0.106
H -0.683 0.037 2.302
H -0.797 1.674 1.626
H -2.088 0.487 1.312
*
```

This record from the Open Molecules 2025 dataset describes a cluster of 2 separate species, C5H12O in total. The level of theory is the ωB97M-V functional and the def2-TZVPD basis.

Energy relative to the best compared isomer or geometry (same formula, charge and spin) = 4.841 eV
HOMO-LUMO gap = 0.2971 Eh

```
! wB97M-V def2-TZVPD RIJCOSX def2/J DEFGRID3
* xyz 0 1
C -2.040 0.942 -1.059
C -1.642 0.569 0.371
C -0.479 -0.379 0.354
O 0.265 -0.384 1.486
C 1.382 -1.057 1.473
C 2.057 -0.070 -0.605
H -2.899 1.621 -1.068
H -2.311 0.052 -1.638
H -1.211 1.435 -1.579
H -2.507 0.135 0.894
H -1.347 1.470 0.922
H -0.670 -1.378 -0.057
H 0.792 -0.102 -0.382
H 1.407 -2.033 0.994
H 2.038 -0.856 2.313
H 2.629 -0.979 -0.801
H 2.686 0.625 -0.044
H 1.850 0.389 -1.574
*
```

This record from the Open Molecules 2025 dataset describes a cluster of 3 separate species, C5H12O in total. The level of theory is the ωB97M-V functional and the def2-TZVPD basis.

Energy relative to the best compared isomer or geometry (same formula, charge and spin) = 1.995 eV
HOMO-LUMO gap = 0.3910 Eh
SMILES string = CC(C)=O.[H][H].C=C

```
! wB97M-V def2-TZVPD RIJCOSX def2/J DEFGRID3
* xyz 0 1
C -1.951 -0.671 0.464
C -1.194 0.417 -0.265
C -0.632 1.534 0.589
O -1.059 0.401 -1.471
H -1.289 -1.153 1.193
H -2.315 -1.413 -0.249
H -2.796 -0.246 1.019
H -0.144 1.135 1.484
H -1.450 2.186 0.920
H 0.078 2.127 0.009
H 1.622 1.569 -2.577
H 0.944 1.335 -2.368
C 1.852 -0.895 -0.378
C 1.564 -1.541 0.747
H 1.536 -1.264 -1.351
H 2.410 0.039 -0.377
H 1.877 -1.165 1.719
H 1.009 -2.476 0.742
*
```

This record from the Open Molecules 2025 dataset describes a structure of composition C5H12O. The level of theory is the ωB97M-V functional and the def2-TZVPD basis.

Energy relative to the best compared isomer or geometry (same formula, charge and spin) = 4.667 eV
HOMO-LUMO gap = 0.2958 Eh

```
! wB97M-V def2-TZVPD RIJCOSX def2/J DEFGRID3
* xyz 0 1
C -0.874 -2.025 0.506
C -1.569 -0.751 0.019
C -0.838 0.208 -0.886
C 0.382 2.193 0.095
O 0.474 0.767 0.179
C 1.776 0.275 -0.138
H -0.436 -2.570 -0.340
H -0.068 -1.791 1.211
H -1.568 -2.703 1.015
H -2.000 -0.211 0.873
H -2.436 -1.028 -0.604
H -0.171 -0.401 -1.533
H 0.371 2.506 -0.953
H 1.226 2.628 0.639
H -0.565 2.476 0.553
H 2.488 0.619 0.621
H 1.721 -0.815 -0.126
H 2.087 0.623 -1.131
*
```

This record from the Open Molecules 2025 dataset describes an isolated molecule of C5H12O. The level of theory is the ωB97M-V functional and the def2-TZVPD basis.

Energy relative to the best compared isomer or geometry (same formula, charge and spin) = 0.491 eV
HOMO-LUMO gap = 0.3956 Eh
SMILES string = CCOC(C)C

```
! wB97M-V def2-TZVPD RIJCOSX def2/J DEFGRID3
* xyz 0 1
C 2.654 -0.091 -0.204
C 1.405 0.488 0.440
O 0.350 -0.416 0.204
C -0.907 0.112 -0.177
C -1.516 -0.903 -1.134
C -1.791 0.371 1.038
H 2.504 -0.180 -1.285
H 2.845 -1.091 0.198
H 3.529 0.539 -0.014
H 1.563 0.631 1.521
H 1.174 1.472 0.005
H -0.752 1.061 -0.716
H -2.499 -0.576 -1.486
H -1.624 -1.871 -0.632
H -0.857 -1.041 -1.996
H -1.371 1.163 1.667
H -1.880 -0.540 1.639
H -2.796 0.682 0.728
*
```

This record from the Open Molecules 2025 dataset describes a structure of composition C5H12O. The level of theory is the ωB97M-V functional and the def2-TZVPD basis.

Energy relative to the best compared isomer or geometry (same formula, charge and spin) = 6.384 eV
HOMO-LUMO gap = 0.2942 Eh

```
! wB97M-V def2-TZVPD RIJCOSX def2/J DEFGRID3
* xyz 0 1
C -0.875 1.313 0.627
C -2.252 1.016 0.065
O -0.282 2.502 0.125
H -0.279 2.466 -0.839
H -0.890 1.404 1.714
H 0.309 0.268 0.642
H -2.930 1.862 0.218
H -2.213 0.815 -1.012
H -2.682 0.135 0.547
C 2.272 -0.950 -0.869
C 1.018 -0.993 -0.054
C 0.523 -2.077 0.538
H -0.136 0.112 -0.040
H 2.065 -0.624 -1.893
H 2.772 -1.927 -0.923
H 2.984 -0.231 -0.453
H 0.993 -3.061 0.483
H -0.395 -2.032 1.123
*
```

This record from the Open Molecules 2025 dataset describes a cluster of 2 separate species, C5H12O in total. The level of theory is the ωB97M-V functional and the def2-TZVPD basis.

Energy relative to the best compared isomer or geometry (same formula, charge and spin) = 4.273 eV
HOMO-LUMO gap (spin up / spin down) = 0.3008 / 0.3077 Eh

```
! wB97M-V def2-TZVPD RIJCOSX def2/J DEFGRID3
* xyz 0 1
C -2.595 0.403 -0.435
C -1.085 0.386 -0.631
C -0.348 0.443 0.697
C 1.669 -1.508 0.498
O 2.480 -0.517 0.643
C 2.588 0.517 -0.153
H -2.923 -0.478 0.131
H -3.133 0.417 -1.387
H -2.888 1.289 0.138
H -0.771 1.237 -1.248
H -0.797 -0.515 -1.195
H -0.668 1.297 1.298
H -0.537 -0.457 1.290
H 1.573 -2.175 1.339
H 1.074 -1.583 -0.405
H 3.319 1.251 0.139
H 0.719 0.645 0.518
H 2.175 0.445 -1.155
*
```

This record from the Open Molecules 2025 dataset describes a cluster of 2 separate species, C5H12O in total in a non-equilibrium geometry. The level of theory is the ωB97M-V functional and the def2-TZVPD basis.

Energy relative to the best compared isomer or geometry (same formula, charge and spin) = 2.091 eV
HOMO-LUMO gap = 0.4006 Eh
SMILES string = CC=O.CCC

```
! wB97M-V def2-TZVPD RIJCOSX def2/J DEFGRID3
* xyz 0 1
C -2.704 -1.074 -2.369
C -3.294 -0.040 -1.462
O -3.014 1.181 -1.440
H -2.479 -1.934 -1.814
H -1.955 -0.727 -3.015
H -3.575 -1.617 -2.894
H -4.162 -0.476 -0.803
C 2.518 -0.219 2.173
C 1.320 0.545 1.477
C 1.758 1.114 0.126
H 3.273 -0.681 1.482
H 2.096 -0.918 2.758
H 3.215 0.390 2.792
H 0.762 1.128 2.228
H 0.673 -0.269 1.048
H 0.802 1.286 -0.285
H 2.334 2.021 0.257
H 2.433 0.292 -0.261
*
```